18
Properties=species:S:1:pos:R:3:lowdin_charge:R:1 method="wB97M-V/def2-TZVPD" max_force_ev_per_a=5.43 relative_energy_ev=2.9851 energy_ha=-695.21388 orbital_gap_ev=7.3 total_charge=0 spin_multiplicity=1 homo_energy_ha=-0.322
H 1.0927 0.6519 -1.5379 0.0980
C 0.7319 0.2256 0.4565 -0.1807
C -0.4222 -0.9463 -1.2567 -0.1242
C 0.9779 -0.2411 -0.9240 -0.1670
H 1.0508 -0.2968 1.3252 0.0966
N -2.7867 -0.9388 1.6698 -0.4678
C -2.1784 -1.5532 0.3756 -0.0300
H 1.1328 1.2870 0.6154 0.1250
C -0.8642 0.5752 0.5108 -0.1480
N -1.2703 -0.6830 -0.0772 -0.1975
C -2.3308 -0.9063 2.9225 -0.4864
H -1.3217 0.8471 1.5003 0.0997
N -1.7447 -1.1492 3.8623 0.1432
H 1.9122 -0.9042 -1.1499 0.1447
H -0.8797 -0.4721 -2.1871 0.1389
H -0.3616 -1.9779 -1.4947 0.0954
H -0.9761 1.4602 -0.1809 0.1341
I -4.4091 0.4206 1.0479 0.7260

***

13
Properties=species:S:1:pos:R:3:lowdin_charge:R:1 method="wB97M-V/def2-TZVPD" max_force_ev_per_a=6.63 relative_energy_ev=2.8821 energy_ha=-319.92571 orbital_gap_ev=10.6 total_charge=+1 spin_multiplicity=1 homo_energy_ha=-0.525
H -0.4774 -1.3926 0.9072 0.1226
H -2.0154 1.9392 -0.5302 0.1331
H -2.9561 0.4047 -0.3742 0.1295
H 2.0707 -1.5327 -1.1385 0.1357
N -2.1604 0.9870 -0.3559 0.2483
C 2.6641 0.2135 0.2226 0.1017
C 1.3089 0.3436 0.2520 -0.3486
N 0.2738 1.0602 0.4910 0.1513
H -2.1450 -1.2295 0.2076 0.1233
C -1.1078 0.3582 0.0638 -0.2631
H 3.6876 0.4756 0.6027 0.1560
N -1.1366 -1.0325 0.2300 0.1762
C 1.9934 -0.5946 -0.5781 0.1340

***

169
Properties=species:S:1:pos:R:3:lowdin_charge:R:1 method="wB97M-V/def2-TZVPD" max_force_ev_per_a=3.43 energy_ha=-6705.66334 orbital_gap_ev=4.5 total_charge=+1 spin_multiplicity=1 homo_energy_ha=-0.305
H 2.9019 -4.3388 -0.4450 0.0302
H -0.8581 -1.2202 -6.6269 0.0403
H 3.0224 1.4755 -1.0937 0.0766
H 5.5906 -3.3781 5.3535 0.0791
C -1.3685 3.0626 7.4204 0.0016
H 3.9943 -2.7883 1.4758 0.0856
H 8.4852 1.6726 -1.3037 0.1056
C 5.3477 2.5729 -3.5366 0.0364
H 0.3217 -2.1322 -2.8442 0.1060
H -2.7592 3.5740 -0.8300 0.0522
C -5.8694 3.3949 5.4108 0.0017
H -3.2580 -1.7976 -3.3456 0.0443
C -1.6765 -0.8859 -0.4977 -0.1690
Cl -3.0833 5.0529 0.9725 0.5880
C -6.7036 3.2834 4.3145 -0.0535
H -4.6919 -2.4453 3.3880 0.1092
H 0.5039 3.1595 -5.4783 0.1522
H 5.3327 3.5346 -4.0342 0.1393
H 1.1635 0.3721 -2.9805 0.1072
C 1.5910 0.7159 0.2847 -0.1288
H -1.2805 4.4735 -0.4669 0.0721
H 0.6427 3.0791 8.1510 0.1127
C 1.6700 0.0739 -2.0551 -0.1200
Cl 4.2510 -2.6493 -5.5216 0.5820
H 1.5741 2.7418 5.9439 0.1033
H 0.0340 -2.7684 -1.2554 0.0707
H 6.4818 2.0186 1.9467 0.0721
H 6.2175 -3.3166 2.9650 0.1170
C -0.2762 2.6993 4.8968 -0.0063
C -8.6366 -0.2032 1.4849 -0.2483
H -8.8578 -1.9593 0.3204 0.1281
C 6.1819 3.8758 3.1121 -0.2382
H -0.5715 1.2845 -6.9595 0.0988
C 5.2050 -1.0934 1.7527 -0.1798
H 0.7723 -1.2943 0.7576 0.1083
C -8.6285 -0.9022 0.1319 -0.1735
H 2.5070 -0.5761 -2.3145 0.0906
C -4.5323 -4.4015 2.3587 -0.2442
C -2.6980 5.5025 -1.6931 -0.6824
H 2.2635 0.3427 -7.8158 0.1532
H 2.3301 3.0022 -3.7316 0.1341
C 5.2053 -3.0748 3.3001 -0.2504
H 3.5874 -1.7422 2.8070 0.1278
H 0.7511 1.2356 0.7442 0.1137
C 0.7548 -2.2133 -1.8416 -0.0006
C -0.6366 -0.2464 -1.3922 -0.1008
H -1.3342 -0.9224 0.5437 0.1191
C -4.5209 3.0893 5.3384 -0.0751
H -9.4958 -0.6068 -0.4645 0.1247
C -4.3375 -1.8616 -3.3731 -0.6697
C -2.1741 2.9648 6.3032 -0.0830
H 4.1328 -2.5407 5.1221 0.0790
C 0.5012 2.8853 6.0131 -0.0722
H 2.4052 0.7566 1.0143 0.1041
H -2.2466 5.1513 -2.6201 0.0667
H 4.3067 0.2060 -6.3031 0.1096
H 0.1933 2.4026 3.9711 0.1149
C -7.3991 -0.7968 -0.6357 -0.1793
H 6.9387 3.1944 -2.2531 0.1462
H 3.3174 -4.9200 1.2166 0.0536
C -3.0648 -0.2875 -0.6721 -0.2411
C 3.4717 1.6535 -4.9484 -0.1281
C 3.0065 -4.2866 -3.7634 -0.7162
H -7.2926 -1.5238 2.5989 0.0703
C 5.0205 3.0490 1.0179 -0.2216
H 4.7481 -4.0702 3.2239 0.1041
H -2.2774 6.4863 -1.4890 0.0698
H -9.5060 -0.4720 2.0857 0.1129
O -4.0932 3.3563 7.6254 0.1214
O 4.1634 -2.3803 -1.5724 -0.4191
C 4.7941 0.3084 -3.3299 0.0180
H -4.3372 1.2851 -0.0095 0.0736
H -4.8176 -0.9785 -2.9608 0.0146
C -3.9970 2.7022 4.0997 -0.0797
H 4.4126 -1.7650 -0.8792 -0.1581
C 2.4411 -6.3981 -0.1477 -0.6239
H 2.1860 -4.3614 -3.0560 0.0033
C -6.2261 2.7843 3.1102 -0.0535
H 5.3863 5.0984 4.7834 0.0768
C -1.6465 2.7307 5.0466 -0.0851
C 1.3888 2.5507 -5.6036 0.0054
C -3.2757 -3.5929 4.3341 -0.2574
C -3.6371 3.1225 6.5313 -0.2779
H 7.2573 1.0920 -0.0934 0.0558
H 4.2160 -0.5526 -3.6476 0.0891
H -7.7728 3.4195 4.4355 0.1117
C 5.1603 -2.5845 4.7415 -0.0973
H -1.8212 3.1285 8.4007 0.1264
N -2.3355 -3.6486 4.9480 0.1477
O -2.0876 2.0782 2.8182 0.0732
C -3.5654 -3.8761 1.3113 -0.1060
C -4.8561 2.5231 3.0394 -0.0274
Cl 1.0674 -4.2790 0.9638 0.5551
N 6.5245 1.1918 -2.0353 -0.0584
C 1.9577 1.2480 -1.1142 -0.1340
C 2.7618 -3.1122 -4.6589 -0.6306
H -3.6685 0.3369 1.3215 0.0670
C 2.4479 1.0175 -6.9919 0.0221
H 6.4093 4.6435 2.3704 0.1088
H -4.4989 2.3255 2.0355 0.0782
C 2.4041 2.5026 -4.6866 0.0451
C 1.4017 -0.7689 0.0431 -0.1214
H -3.8771 -1.0052 -0.6538 0.0613
N -6.4451 -0.7367 -1.2327 0.2072
H -3.9568 -3.0112 0.7630 0.0581
C 3.5077 0.9114 -6.1263 0.0525
H -0.8315 -0.4081 -2.4597 0.1171
H -7.5581 0.0668 3.3200 0.0725
C 7.6422 1.0213 -1.1079 0.0201
H 3.4666 -6.7095 -0.3482 0.0906
N 1.4106 1.8172 -6.7271 -0.0678
H -0.5250 0.8183 -1.1883 0.1305
H -6.4713 -0.0461 2.0186 0.0569
H 1.9871 -3.2965 -5.3970 0.0753
C -7.4181 -0.4643 2.3734 -0.1145
H -4.2251 -5.3996 2.6673 0.1149
H -3.3579 -4.6021 0.5269 0.0626
H -2.1458 -1.0686 -5.3725 0.0169
C -4.5618 -3.5087 3.6042 -0.1811
C 6.3178 2.3846 -2.6037 -0.0288
H 0.3974 1.2153 -8.4679 0.1006
H -0.8823 -2.2317 -5.1184 0.0454
C -3.4342 0.7995 0.3634 -0.1076
Cl 1.3124 -6.3589 -1.5115 0.5943
H 5.5688 -1.5811 4.8447 0.0748
Cl -4.9714 -1.8289 -5.0538 0.5578
H 8.0273 0.0088 -1.2282 0.1120
Cl 3.0946 -5.8605 -4.5753 0.5501
N 4.5503 3.3374 0.0011 0.1529
C 4.4346 -2.2116 2.2898 -0.1700
C 5.6766 2.6691 2.2829 -0.2077
N 0.7483 -0.8369 -1.2981 -0.2537
H 7.1237 3.5429 3.5408 0.1093
C 2.6174 -4.9852 0.3902 -0.6340
H 4.9203 2.0368 2.7575 0.1088
H -8.6937 0.8901 1.4176 0.1051
H -5.2942 -3.7978 4.3628 0.1190
C 0.1888 1.7851 -7.5713 0.0447
H 2.3574 -1.2878 -0.0561 0.1094
C -2.3600 4.5530 -0.5666 -0.6704
H 3.9591 -4.1687 -3.2556 0.0444
H 1.9640 -7.0551 0.5735 0.0636
H 1.7824 -2.5789 -1.8363 0.0639
C 5.1040 4.3303 4.0657 -0.1052
H -1.7536 -1.9520 -0.7438 0.1026
C -1.0588 -1.2148 -5.5387 -0.3844
H 5.9591 -0.7895 -1.8990 0.1316
H 4.7854 3.4803 4.6787 0.0737
C 5.7354 0.1653 -2.3696 0.0148
C -0.0018 3.0499 7.2867 -0.0478
H 4.2201 4.6550 3.5140 0.0811
H -5.5296 -4.4196 1.9144 0.1067
N 5.8327 -0.2230 1.3563 0.1841
H -2.6526 -3.5478 1.7978 0.0644
O -0.2673 -0.3003 -4.8570 -0.4432
C 4.5211 1.5217 -3.9217 -0.1297
Cl -3.6620 -4.3958 -2.6403 0.5121
H 1.3526 2.0979 -1.4166 0.1047
C -2.5412 2.4587 3.8863 -0.2599
H -2.5875 1.4716 0.4699 0.0526
H -3.0206 0.2460 -1.6283 0.1098
C -4.9054 -3.0634 -2.6579 -0.6245
H -5.7670 -3.4991 -3.1373 0.0530
H -0.0559 2.8131 -7.8209 0.1048
H 2.4236 -2.3072 -4.0118 0.0402
H -5.0115 -2.8981 -1.5922 0.0185
H -6.3194 3.6811 6.3532 0.1250
H -6.8437 2.6845 2.2297 0.1062
Cl -4.4371 5.6657 -1.9875 0.5550

***

17
Properties=species:S:1:pos:R:3:lowdin_charge:R:1 method="wB97M-V/def2-TZVPD" max_force_ev_per_a=4.11 relative_energy_ev=1.1988 energy_ha=-1652.63846 orbital_gap_ev="7.3 / 7.5" total_charge=0 spin_multiplicity=1 homo_energy_ha="-0.303 / -0.310"
N -1.9411 1.6629 0.0053 -0.5469
O 0.3629 -2.6263 0.2548 -0.2531
S 1.4274 -0.0360 1.5905 0.5532
H 0.2757 0.4032 1.7170 -0.3115
H 1.7967 -0.4401 -2.0064 0.0343
S -2.8963 0.3861 -0.1026 0.7263
O -0.4861 4.4929 1.6488 0.1558
F -0.2878 3.7529 -0.3935 0.0354
H -0.4278 -2.8469 -0.3901 0.1231
N 1.6112 -1.2292 -1.4547 -0.0903
H -1.5206 2.0516 -0.9294 0.1511
C -1.5133 2.4379 1.0378 -0.1226
C -0.7423 3.6155 0.9078 -0.5063
O -0.6617 -0.2554 -0.6888 -0.5199
H 2.6076 -1.5769 -1.2094 0.1197
P 0.5588 -1.0128 -0.2151 0.2936
H -1.9447 2.1893 2.0821 0.1582

***

13
Properties=species:S:1:pos:R:3:lowdin_charge:R:1 method="wB97M-V/def2-TZVPD" max_force_ev_per_a=2.20 relative_energy_ev=3.5830 energy_ha=-265.65147 orbital_gap_ev=10.2 total_charge=0 spin_multiplicity=1 homo_energy_ha=-0.341
H 1.4022 -0.6059 -2.3687 0.0817
H 0.1622 -2.1136 -0.7290 0.0571
H -0.3001 -0.3625 1.9038 0.0766
H -1.4839 2.5407 0.8280 0.0378
C -0.9765 0.0127 1.1368 -0.0885
H -1.9023 0.3505 1.6020 0.0698
H -1.2554 -0.8146 0.4853 0.0551
N -0.6784 2.2928 0.2522 0.0606
O 1.0480 -2.1059 -1.1178 -0.1325
N 1.3105 -0.7064 -1.3581 -0.0533
H 2.2247 -0.4968 -0.9461 0.0836
H 0.7590 0.9139 -0.0311 0.0889
C -0.3101 1.0952 0.3428 -0.3369